60
Properties=species:S:1:pos:R:3 method="wB97M-V/def2-TZVPD" mol_weight_g_mol=563.24 gap_ha="0.2172 / 0.2071" total_charge=+2 lumo_ha="-0.3082 / -0.3165" e_tot_ev=-45630.56657 largest_force_ev_per_a=3.0 homo_energy_ev="-14.30 / -14.25"
Sn 11.97056 11.86852 6.57398
C 15.29570 11.96052 7.30484
N 14.42234 12.71004 6.41736
C 14.51483 12.25721 4.98668
C 14.42150 14.17506 6.58014
C 15.64044 14.85810 6.66228
C 15.63347 16.23714 6.76289
C 14.44776 16.94428 6.85352
C 13.20138 16.27530 6.73017
C 13.14892 14.84530 6.62915
N 11.97378 14.16606 6.67766
C 10.72792 14.64383 7.09753
C 10.04546 15.70220 6.43374
C 8.76422 16.01649 6.87854
C 8.20077 15.33938 7.96998
C 8.86223 14.29995 8.64212
C 10.11807 13.90751 8.15684
N 10.75926 12.72399 8.66549
C 9.85439 11.70984 9.21701
C 11.86973 12.98510 9.56468
H 16.34066 11.96281 6.89341
H 15.18096 12.38417 8.31683
H 14.98648 10.91436 7.24326
H 15.49714 12.45923 4.58505
H 14.34376 11.21054 4.87780
H 13.79149 12.81730 4.38398
H 16.59702 14.36634 6.52900
H 16.56644 16.77892 6.78565
H 14.42539 18.05753 6.96677
H 12.30157 16.82337 6.88341
H 10.55674 16.23733 5.63009
H 8.22522 16.83681 6.46970
H 7.23952 15.69882 8.26198
H 8.57136 13.85343 9.56421
H 9.44427 12.02077 10.22125
H 9.03078 11.51693 8.53449
H 10.34596 10.72139 9.31015
H 11.59205 13.44270 10.50119
H 12.32676 12.01873 9.82396
H 12.61584 13.59428 9.07172
F 7.49346 13.93076 4.38053
C 8.09358 12.83216 4.85020
C 9.43175 12.76838 4.95284
C 9.99736 11.67302 5.61515
C 9.25159 10.52565 5.83248
C 7.87651 10.58864 5.56493
F 7.07367 9.60682 6.07660
C 7.25577 11.72326 5.07973
C 9.85537 9.26480 6.34152
C 9.37576 8.01476 6.01851
C 10.12632 6.90314 6.36169
C 11.16273 7.04273 7.27995
C 11.55243 8.33991 7.60434
N 10.95168 9.42733 7.14023
H 10.06363 13.65522 4.66893
H 6.14503 11.80490 4.98486
H 8.51531 7.95596 5.36954
H 9.88449 5.91255 5.98926
H 11.75919 6.22022 7.60912
H 12.34656 8.50927 8.34436

***

70
Properties=species:S:1:pos:R:3 method="wB97M-V/def2-TZVPD" mol_weight_g_mol=768.68 gap_ha="0.2666 / 0.2557" total_charge=+1 lumo_ha="-0.1393 / -0.1797" s2=6.024 e_above_lowest_kj_mol=177.4 e_tot_ev=-91474.79049 spin_multiplicity=5 largest_force_ev_per_a=0.2 homo_energy_ev="-11.04 / -11.85"
Ru -0.05395 0.18365 1.33065
C 2.45496 2.36223 1.62577
C 1.79056 3.43241 0.77741
C 2.32393 4.79072 1.23569
C 0.26696 3.39413 0.90217
C -0.41860 4.56195 0.19344
O -1.59092 3.96447 -0.39547
C -1.39780 2.64359 -0.40759
N -0.38045 2.21655 0.25426
C -2.37114 1.89732 -1.23880
C -3.24611 2.67533 -2.00181
C -4.14383 2.09329 -2.87935
C -4.17245 0.71700 -3.02562
C -3.31576 -0.06822 -2.27192
C -2.42506 0.49920 -1.36438
P -1.35749 -0.68652 -0.50419
C -0.19073 -1.24472 -1.75668
C 0.87347 -0.39022 -2.05853
C 1.81992 -0.76775 -2.99173
C 1.71013 -1.99899 -3.62806
C 0.64621 -2.83830 -3.34400
C -0.31027 -2.46576 -2.40756
C -2.37199 -2.07246 0.04013
C -3.74007 -1.92214 0.26930
C -4.46468 -2.96570 0.82185
C -3.83012 -4.15455 1.15789
C -2.46688 -4.30098 0.94396
C -1.73295 -3.26399 0.38928
H 3.54096 2.41504 1.54306
H 2.66161 0.55943 0.71263
H 2.19610 2.50609 2.67804
H 2.04839 3.26960 -0.27503
H 2.03960 4.99222 2.27123
H 1.95255 5.60794 0.61895
H 3.41181 4.81395 1.17986
H 0.00181 3.37908 1.96707
H 0.18757 4.96034 -0.62230
H -0.73838 5.36778 0.84646
H -3.21246 3.74981 -1.91230
H -4.80940 2.71939 -3.45736
H -4.85471 0.25187 -3.72420
H -3.34064 -1.14452 -2.39053
H 0.96461 0.56729 -1.55371
H 2.65960 -0.12191 -3.20819
H 2.46685 -2.30443 -4.33764
H 0.56244 -3.79607 -3.83959
H -1.12904 -3.13678 -2.18077
H -4.24456 -0.99666 0.02173
H -5.52663 -2.84868 0.99124
H -4.39969 -4.96681 1.58917
H -1.96590 -5.22154 1.21111
H -0.66810 -3.38718 0.24072
F 1.89530 -0.88491 3.48271
C 1.87177 -2.22756 3.36548
F 0.70547 -2.65349 3.84181
F 2.85920 -2.74050 4.06895
S 1.99760 -2.66809 1.57553
O 1.04807 -1.69272 0.96765
O 1.56807 -4.02291 1.48605
N 3.46215 -2.40497 1.20203
S 3.87119 -1.21523 0.15980
O 2.02581 1.04188 1.27932
O 4.21099 -1.71687 -1.16221
C 5.48643 -0.87483 1.01545
F 6.09952 0.09153 0.32249
F 5.22648 -0.40587 2.24356
F 6.27281 -1.92709 1.09373
C -1.70787 0.26159 2.27482
H -2.26841 -0.64120 2.52237
H -2.33384 1.15444 2.22469